# 1
Computed, not measured: a 2-piece molecular cluster, C6H15N overall in a non-equilibrium geometry, with ωB97M-V with the def2-TZVPD basis set.

Geometry as XYZ:
```
22
Properties=species:S:1:pos:R:3:forces:R:3
C -2.0653 -1.3981 -0.3589 -1.0 -0.5 -1.2
N -0.9309 -1.2439 0.5597 0.0 0.9 -2.9
C 0.1121 -0.7255 -0.2232 4.8 -2.0 -0.3
C 1.3537 -0.1783 0.6224 -1.0 -1.0 -0.9
C 1.0419 1.3326 0.8681 0.6 0.3 0.1
C -0.2359 1.9110 1.5775 -0.2 -1.3 0.3
C 0.7643 -1.2358 -1.6328 0.6 0.4 0.5
H -3.0053 -1.0758 0.0546 -0.3 -0.3 1.0
H -2.0615 -0.7514 -1.2744 0.8 -0.2 0.5
H -2.2299 -2.3982 -0.7955 0.4 0.0 0.5
H -0.6430 0.0777 -0.1094 -1.2 3.0 -0.8
H -0.0561 1.2452 -1.3893 -0.9 -1.0 0.9
H 2.3133 -0.3195 -0.0561 -1.9 0.6 1.8
H 1.4037 -0.8601 1.5318 0.1 1.1 -0.9
H 0.8124 1.6475 -0.2154 1.5 0.4 1.2
H 1.9175 1.7478 1.4572 -0.8 -0.1 -1.3
H 0.1298 2.8521 1.9763 -0.3 0.1 0.3
H -1.0886 2.1751 0.8790 1.0 -0.7 0.6
H -0.6045 1.2512 2.4253 0.3 0.8 -1.0
H 0.1551 -1.7773 -2.3650 -0.2 -0.1 0.6
H 1.2824 -0.4300 -2.2755 -1.1 -0.7 1.6
H 1.6348 -1.8463 -1.2566 -1.1 0.0 -0.6
```
Forces are in eV/Å.

The highest occupied orbital energy is -7.593 eV. The net charge is 0. As for the molar mass: 101.19 g/mol. The value obtained for the energy is -7947.188 eV. For the LUMO energy, the calculation gives -1.28 eV.


# 2
Computed, not measured: a 2-piece molecular cluster, C6H15N overall in a non-equilibrium geometry, with ωB97M-V with the def2-TZVPD basis set.

Geometry as XYZ:
```
22
Properties=species:S:1:pos:R:3:forces:R:3
C -1.3852 -1.0894 0.2827 0.4 -1.2 0.6
N 0.0216 -0.8278 0.5228 -0.1 1.1 -0.7
C 0.8982 -0.7672 -0.5764 0.9 -2.4 3.4
C 2.3099 -0.3923 -0.1755 -0.5 1.5 0.0
C 2.3764 1.0924 0.2648 -0.6 -1.2 0.4
C -2.1347 0.0451 -0.4332 0.8 0.7 0.7
C -2.0520 1.4219 0.2770 0.5 -0.5 0.2
H -1.8149 -1.2955 1.2628 0.0 0.2 0.0
H -1.4137 -2.0352 -0.2780 -0.3 0.1 -0.3
H 0.2912 0.9688 -1.5698 0.2 -0.9 0.9
H 0.8350 -1.6984 -1.1483 -0.7 0.8 -1.4
H 0.2148 0.2253 -0.5253 -0.4 1.8 -1.7
H 2.5146 -0.9368 0.7461 0.3 -0.7 -0.4
H 2.9615 -0.5823 -1.0215 0.3 -0.3 0.3
H 2.0795 1.6896 -0.5982 0.5 0.6 0.2
H 3.3139 1.3073 0.7688 0.3 0.3 -0.8
H 1.6668 1.2171 1.0873 -0.3 0.2 -0.2
H -1.6538 0.1622 -1.4015 -0.7 -0.3 -0.5
H -3.1776 -0.2266 -0.4727 -0.1 -0.4 -0.5
H -1.6631 1.3663 1.2943 -0.3 -0.2 0.1
H -1.3422 2.0712 -0.2362 -0.3 0.3 -0.1
H -3.0441 1.8565 0.3020 0.1 0.3 0.0
```
Forces are in eV/Å.

The highest occupied orbital energy (spin up / spin down) is -15.315 / -15.306 eV. The net charge is +1. As for the molar mass: 101.19 g/mol. The value obtained for the energy is -7941.517 eV. Its expectation value of S² is 0.8261. For the LUMO energy (spin up / spin down), the calculation gives -6.56 / -7.48 eV. The spin multiplicity is 2.


# 3
Computed, not measured: a 2-piece molecular cluster, C6H15N2 overall in a non-equilibrium geometry, with ωB97M-V with the def2-TZVPD basis set.

Geometry as XYZ:
```
23
Properties=species:S:1:pos:R:3:forces:R:3
C 1.3588 -0.5957 -0.4206 0.4 -0.9 1.6
N 1.6329 0.1222 0.8163 -0.8 0.3 -1.1
C 2.9508 0.6551 1.0992 0.1 -0.4 0.9
C -0.1155 -1.0057 -0.3279 0.5 2.3 -0.8
N -0.8352 0.2692 -0.2825 -1.3 -1.4 -1.4
C -2.2381 -0.0608 -0.1124 1.0 -0.9 1.6
C -2.2699 -1.5259 0.3684 0.3 -0.3 -1.1
C -0.8159 -1.6919 0.8004 -0.2 -2.2 1.1
H 1.9993 -1.4759 -0.3605 0.1 -0.1 -0.6
H 1.5032 -0.0888 -1.3796 0.0 0.3 0.1
H 0.8663 0.7870 0.9396 0.3 0.2 0.5
H 3.3078 1.5145 0.5264 -0.3 -0.1 -0.4
H 2.9492 0.9355 2.1549 0.0 0.1 -0.1
H 3.6691 -0.1616 1.0291 0.1 0.0 -0.2
H -0.3913 -1.5759 -1.2503 -0.1 0.5 0.2
H -0.7680 5.9771 -2.9833 0.1 0.4 0.2
H -0.8977 5.3291 -3.2891 -0.1 -0.4 -0.2
H -2.7874 0.5423 0.6125 0.2 0.9 -0.4
H -2.5841 0.1630 -1.1354 -0.3 0.3 -0.1
H -2.4352 -2.1419 -0.5314 0.1 -0.1 0.3
H -2.9862 -1.9030 1.0928 -0.2 0.8 0.1
H -0.5226 -1.2984 1.7763 -0.4 0.3 0.0
H -0.5903 -2.7696 0.8571 0.3 0.4 -0.2
```
Forces are in eV/Å.

The highest occupied orbital energy is -13.186 eV. The net charge is +1. As for the molar mass: 115.20 g/mol. The value obtained for the energy is -9433.430 eV. For the LUMO energy, the calculation gives -8.03 eV.


# 4
Computed, not measured: C6H15N2O as an isolated structure in a non-equilibrium geometry, with ωB97M-V with the def2-TZVPD basis set.

Geometry as XYZ:
```
24
Properties=species:S:1:pos:R:3:forces:R:3
C 2.6682 0.8510 -0.7933 0.6 -1.2 0.6
C 2.1406 -1.4714 -0.0593 2.6 0.4 -1.8
C -3.5016 0.4477 0.1340 -0.5 -0.3 -0.1
C -1.6299 -1.1524 -0.3853 4.2 2.9 0.9
C 2.0496 0.0095 0.0716 1.1 0.5 -1.2
C -2.0936 0.1211 0.3130 0.7 1.3 -1.4
N -1.2479 0.9619 0.7820 0.9 -0.4 0.2
N 1.2569 0.6214 1.1020 1.3 3.6 0.6
O 2.7239 2.1928 -0.4889 -3.8 -3.4 2.6
H 3.2167 0.4048 -1.6614 -0.4 0.9 0.9
H 2.5081 -2.0364 0.7611 -0.4 -0.2 1.3
H 2.9104 -1.7856 -0.8260 -0.3 1.0 0.6
H 1.3341 -1.8712 -0.5590 -2.4 -1.2 -0.2
H -3.7383 1.4876 0.2963 -0.1 0.3 0.0
H -3.6956 0.1202 -0.8807 -0.7 0.2 -0.2
H -4.1097 -0.1621 0.7993 -0.1 -0.1 0.0
H -1.4710 -1.0079 -1.4967 -0.7 0.1 1.3
H -2.3631 -1.8292 -0.1341 -0.9 -2.4 0.2
H -0.5257 -1.2483 0.0347 -2.5 -0.9 -0.8
H -1.4749 1.9524 0.9764 -0.6 -1.1 0.2
H -0.0294 0.5938 1.0307 -0.3 0.7 -0.5
H 1.4626 1.7011 0.8709 -0.9 -2.5 0.8
H 3.2867 2.6808 -0.9667 3.3 2.6 -3.1
H 1.6471 0.5900 2.0638 -0.2 -0.7 -0.6
```
Forces are in eV/Å.

The highest occupied orbital energy is -12.392 eV. The net charge is +1. As for the molar mass: 131.20 g/mol. The value obtained for the energy is -11484.810 eV. For the LUMO energy, the calculation gives -2.91 eV.


# 5
Computed, not measured: one molecule with the formula C6H15N2P in a non-equilibrium geometry, with ωB97M-V with the def2-TZVPD basis set.

Geometry as XYZ:
```
24
Properties=species:S:1:pos:R:3:forces:R:3
C -0.3889 1.8404 -0.2421 2.3 -0.1 -1.1
C 1.0770 1.5741 0.4656 -3.4 3.6 1.4
C -0.6884 0.8063 -1.3471 0.6 0.0 -0.4
C 1.0879 0.4178 1.4360 -2.0 -1.0 0.2
C -0.9793 -0.5803 -0.8042 4.0 0.2 0.2
C 1.0491 -0.8664 0.6318 -2.3 -2.2 0.2
N -2.1949 -1.9068 0.6986 -1.4 0.7 -1.2
N -1.9426 -0.6477 0.1191 -0.6 2.5 0.9
P 2.3851 -1.4330 -0.4404 0.0 0.0 -1.3
H -1.2967 1.8427 0.3351 0.1 0.8 1.0
H -0.2139 2.8113 -0.7803 -0.7 -0.7 0.7
H 1.6114 1.3934 -0.4106 1.7 -0.3 -1.1
H 1.3499 2.6654 0.9096 -0.3 -2.7 -0.8
H -1.5274 1.1727 -1.9368 -0.5 -0.1 0.1
H 0.1176 0.8387 -2.1050 -0.1 -0.6 0.6
H 1.8892 0.4710 2.1799 -0.1 0.0 0.0
H 0.0521 0.3234 2.0073 2.0 0.8 -0.6
H -0.5695 -1.4746 -1.3832 -1.3 1.1 0.9
H 0.6931 -1.7937 1.3085 0.9 1.9 -1.5
H -1.5678 -1.9452 1.4518 1.4 -1.0 1.1
H -1.9622 -2.5201 -0.0821 0.1 -0.5 0.9
H -1.8922 0.2114 0.8036 -0.6 -2.6 -1.6
H 2.1818 -0.6611 -1.6873 0.1 -0.2 0.9
H 1.7296 -2.5397 -1.1278 0.2 0.4 0.7
```
Forces are in eV/Å.

The highest occupied orbital energy (spin up / spin down) is -6.433 / -6.434 eV. The net charge is 0. As for the molar mass: 146.17 g/mol. The value obtained for the energy is -18728.632 eV. For the LUMO energy (spin up / spin down), the calculation gives 0.87 / 0.87 eV.


# 6
Computed, not measured: an isolated ion of composition C6H15N2Si and charge +1 in a non-equilibrium geometry, with ωB97M-V with the def2-TZVPD basis set.

Geometry as XYZ:
```
24
Properties=species:S:1:pos:R:3:forces:R:3
C 1.8398 -0.9217 -0.8304 1.9 -0.9 1.5
C 0.5624 -0.3350 -2.9170 -1.6 2.0 3.9
C 1.8960 -0.7368 -3.1534 2.3 -2.0 -0.3
C -1.6721 1.5125 3.0525 -1.4 1.9 -1.5
C -1.9689 0.1487 2.5632 0.9 -0.9 -1.9
C -0.9553 -0.3808 1.4621 2.4 -0.7 2.0
N 0.8326 -0.1605 -0.8638 -1.8 0.5 -3.7
N 2.4935 -1.3159 -1.9451 -1.6 0.5 0.9
Si -0.3740 0.7692 0.1277 -1.7 -0.5 -0.3
H 2.1640 -1.2543 0.1758 0.4 0.0 -0.8
H 0.3274 0.7020 -3.0699 -0.3 0.2 -0.5
H -0.2597 -1.0329 -2.9632 0.0 -0.1 0.1
H 1.8656 -1.5776 -3.8198 0.1 -0.2 -1.0
H 2.5889 -0.0084 -3.4878 0.2 1.1 -0.7
H -2.4689 1.6794 3.7518 0.0 0.5 1.0
H -0.6901 1.6901 3.4776 0.0 0.1 -0.1
H -1.9833 2.2477 2.2355 1.1 -0.5 0.9
H -1.9164 -0.4562 3.4493 -0.3 -1.0 0.0
H -2.9751 0.1642 2.0929 0.5 -0.3 0.6
H -1.2346 -1.3375 1.0427 -0.7 -0.1 -0.5
H 0.0652 -0.7750 1.9362 -1.8 1.1 -0.3
H 3.3984 -1.7467 -2.0496 -0.1 -0.2 0.7
H -1.5847 1.0009 -0.7412 0.7 -0.2 -0.2
H 0.0493 2.1247 0.4739 0.7 -0.1 0.1
```
Forces are in eV/Å.

The highest occupied orbital energy is -13.807 eV. The net charge is +1. As for the molar mass: 143.29 g/mol. The value obtained for the energy is -17314.817 eV. For the LUMO energy, the calculation gives -4.50 eV.